ORCA calculation (ωB97M-V/def2-TZVPD) on one molecule with the formula C3H7N3O.

## Properties
LUMO level (eV): 0.67
Relative energy (zero: lowest compared OMol25 entry of this formula, charge and spin) (kJ/mol): 468.4
Gap between HOMO and LUMO (eV): 8.82
Structure (SMILES): N[C@H]1[C@H]2N(N)[C@@]12O
Multiplicity: 1
HOMO (eV): -8.149

```
14
C3H7N3O ωB97M-V/def2-TZVPD
C 0.14 -0.60 0.28
N 1.99 0.98 0.18
N -2.16 0.46 0.51
C -0.01 0.23 -0.94
C -1.23 -0.34 -0.23
O 0.89 -1.69 0.62
N 0.60 0.79 0.27
H 0.72 -2.41 0.00
H 2.31 1.36 1.06
H 2.50 0.12 -0.02
H -2.80 0.93 -0.12
H -1.65 1.16 1.04
H 0.41 0.18 -1.92
H -1.72 -1.17 -0.73
```

---

ORCA calculation (ωB97M-V/def2-TZVPD) on one molecule with the formula C12H22N2O2.

## Properties
LUMO level (eV): 0.93
Relative energy (zero: lowest compared OMol25 entry of this formula, charge and spin) (kJ/mol): 256.2
Gap between HOMO and LUMO (eV): 9.16
Structure (SMILES): COCCCN(CCCN)Cc1ccco1
Multiplicity: 1
HOMO (eV): -8.223

```
38
C12H22N2O2 ωB97M-V/def2-TZVPD
C 3.73 1.71 -0.50
O 2.38 1.96 -0.22
C 1.96 1.53 1.06
C 1.85 0.01 1.22
H 2.84 -0.45 1.17
H 1.44 -0.19 2.21
C 0.96 -0.62 0.14
N -0.38 -0.05 0.16
C -1.42 -1.00 0.51
C -1.39 -1.35 2.01
C -1.60 -0.12 2.90
N -3.00 0.27 2.91
H -3.29 0.56 1.98
H -3.14 1.06 3.53
H -0.93 0.68 2.55
H -1.33 -0.38 3.93
H -2.18 -2.07 2.22
H -0.44 -1.81 2.25
H -2.39 -0.54 0.28
H -1.35 -1.93 -0.07
C -0.69 0.75 -1.01
C -0.84 -0.05 -2.27
C -1.92 -0.69 -2.82
C -1.45 -1.36 -3.97
C -0.12 -1.09 -4.04
O 0.26 -0.30 -3.02
H 0.64 -1.38 -4.74
H -2.02 -1.95 -4.65
H -2.92 -0.68 -2.45
H -1.62 1.29 -0.82
H 0.13 1.47 -1.14
H 0.92 -1.70 0.29
H 1.42 -0.44 -0.84
H 0.96 1.96 1.18
H 2.63 1.93 1.83
H 4.38 2.12 0.29
H 3.95 2.21 -1.44
H 3.95 0.64 -0.61
```

---

ORCA calculation (ωB97M-V/def2-TZVPD) on C2H2F3O6PS as an isolated structure.

## Properties
LUMO level (eV): 6.14
Relative energy (zero: lowest compared OMol25 entry of this formula, charge and spin) (kJ/mol): 222.8
Gap between HOMO and LUMO (eV): 7.80
Charge: -2
Multiplicity: 1
HOMO (eV): -1.662

```
15
C2H2F3O6PS ωB97M-V/def2-TZVPD
C -0.86 -0.46 -0.08
C 2.09 -0.79 0.06
O -3.05 0.26 1.38
O -1.56 1.88 -0.05
O -3.37 0.37 -1.22
O 0.80 1.71 -1.02
O 0.71 1.50 1.32
O -0.45 -1.39 0.72
F 2.45 -1.58 -1.05
F 2.64 -1.41 1.29
F 2.91 0.30 -0.05
P -2.51 0.48 0.00
S 0.01 1.20 0.08
H -0.65 -0.73 -1.75
H 0.83 -1.33 0.37
```

---

ORCA calculation (ωB97M-V/def2-TZVPD) on a 2-piece molecular cluster, C2H3O3PS overall.

## Properties
LUMO level (eV): 5.58
Relative energy (zero: lowest compared OMol25 entry of this formula, charge and spin) (kJ/mol): 363.5
Gap between HOMO and LUMO (eV): 5.15
Charge: -2
Multiplicity: 1
HOMO (eV): 0.428

```
10
C2H3O3PS ωB97M-V/def2-TZVPD
C -0.63 -0.38 -1.19
C 0.51 -0.21 -0.30
O -0.47 1.81 1.06
O -0.96 -0.60 1.78
O 1.34 0.44 2.27
P 0.09 0.45 1.44
S 0.39 -1.84 -0.95
H -1.60 -0.43 -0.71
H -0.63 0.02 -2.20
H 1.96 0.75 -1.21
```

---

ORCA calculation (ωB97M-V/def2-TZVPD) on a 2-piece molecular cluster, C4H12O overall.

## Properties
LUMO level (eV): 0.89
Relative energy (zero: lowest compared OMol25 entry of this formula, charge and spin) (kJ/mol): 78.3
Gap between HOMO and LUMO (eV): 11.28
Structure (SMILES): CCO.CC
Multiplicity: 1
HOMO (eV): -10.383

```
17
C4H12O ωB97M-V/def2-TZVPD
C 0.33 1.86 -1.01
C 0.81 1.86 0.44
O 1.07 0.94 -1.80
H -0.74 1.64 -1.12
H 0.43 2.85 -1.46
H 0.99 2.85 0.87
H 0.56 0.12 -1.87
H 1.77 1.36 0.48
H 0.05 1.45 1.10
C -1.20 -2.31 0.23
C -0.17 -1.41 0.93
H -1.02 -3.35 0.50
H -2.25 -2.06 0.37
H -0.95 -2.35 -0.83
H 0.17 -0.68 0.19
H 0.72 -1.97 1.22
H -0.56 -0.79 1.74
```

---

ORCA calculation (ωB97M-V/def2-TZVPD) on C46H54BGeN6O2PdS3 as an isolated structure.

## Properties
LUMO level (spin up / spin down) (eV): 0.28 / -3.00
Relative energy (zero: lowest compared OMol25 entry of this formula, charge and spin) (kJ/mol): 79.7
Gap between HOMO and LUMO (spin up / spin down) (eV): 6.43 / 4.45
Multiplicity: 4
<S²>: 3.766
HOMO (spin up / spin down) (eV): -6.152 / -7.450

```
114
C46H54BGeN6O2PdS3 ωB97M-V/def2-TZVPD
Pd 0.17 -1.03 0.39
C -0.05 0.83 -4.84
C -1.00 1.92 -4.35
C -2.02 2.18 -5.47
C -0.20 3.18 -4.03
N -1.76 1.56 -3.10
C -2.81 2.36 -2.69
C -3.29 1.85 -1.53
N -2.52 0.78 -1.18
B -2.50 -0.04 0.13
N -3.42 -1.28 0.02
C -4.80 -1.22 -0.02
C -5.26 -2.47 -0.10
N -4.16 -3.32 -0.12
C -3.02 -2.57 -0.05
S -1.41 -3.15 -0.05
C -4.27 -4.81 -0.19
C -3.65 -5.43 1.06
C -5.75 -5.19 -0.22
C -3.62 -5.33 -1.47
N -2.67 0.70 1.46
C -3.43 1.81 1.75
C -3.08 2.26 2.96
N -2.08 1.42 3.44
C -1.85 0.44 2.52
S -0.84 -0.95 2.69
C -1.37 1.81 4.71
C -0.39 0.77 5.24
C -0.59 3.09 4.39
C -2.43 2.06 5.78
C -1.60 0.58 -2.17
S -0.43 -0.68 -2.20
H 0.35 1.17 -5.79
H -0.56 -0.12 -4.99
H 0.79 0.67 -4.16
H -1.48 2.36 -6.40
H -2.65 3.06 -5.27
H -2.67 1.31 -5.61
H 0.34 3.50 -4.92
H 0.52 2.99 -3.23
H -0.85 4.00 -3.71
H -3.12 3.24 -3.23
H -4.09 2.23 -0.92
H -1.40 -0.45 0.13
H -5.33 -0.28 0.02
H -6.28 -2.82 -0.15
H -4.15 -5.07 1.96
H -2.59 -5.21 1.14
H -3.77 -6.52 1.02
H -6.28 -4.85 0.68
H -5.82 -6.27 -0.26
H -6.26 -4.78 -1.10
H -2.56 -5.09 -1.50
H -4.11 -4.90 -2.35
H -3.74 -6.42 -1.51
H -4.15 2.24 1.07
H -3.43 3.12 3.50
H 0.45 0.62 4.57
H -0.87 -0.19 5.42
H -0.02 1.15 6.20
H 0.11 2.91 3.57
H -0.02 3.40 5.27
H -1.25 3.91 4.11
H -3.05 1.17 5.92
H -3.07 2.91 5.55
H -1.93 2.28 6.73
O -0.92 2.74 0.05
C 0.28 2.43 0.09
O 0.77 1.29 0.40
C 1.28 3.51 -0.28
C 0.81 4.73 -0.76
C 1.71 5.72 -1.14
C 3.08 5.51 -1.02
C 3.55 4.30 -0.52
C 2.65 3.31 -0.15
H -0.26 4.88 -0.84
H 1.34 6.67 -1.52
H 3.77 6.29 -1.32
H 4.61 4.13 -0.41
H 2.99 2.36 0.25
C 4.91 1.28 3.51
C 5.45 1.17 2.23
C 4.77 0.47 1.24
C 3.54 -0.14 1.51
C 3.01 -0.02 2.80
C 3.68 0.68 3.79
Ge 2.56 -1.14 0.14
C 3.12 -3.03 0.39
C 2.55 -4.01 -0.43
C 2.92 -5.35 -0.29
C 3.85 -5.72 0.67
C 4.42 -4.75 1.49
C 4.06 -3.42 1.35
C 3.34 -0.60 -1.59
C 2.87 0.54 -2.25
C 3.45 0.97 -3.44
C 4.50 0.25 -4.00
C 4.96 -0.90 -3.37
C 4.39 -1.32 -2.17
H 5.43 1.84 4.27
H 6.40 1.64 2.01
H 5.20 0.39 0.25
H 2.04 -0.46 3.01
H 3.26 0.76 4.79
H 1.81 -3.73 -1.17
H 2.47 -6.10 -0.94
H 4.13 -6.76 0.78
H 5.14 -5.04 2.24
H 4.50 -2.67 1.99
H 2.06 1.11 -1.80
H 3.10 1.88 -3.93
H 4.95 0.58 -4.93
H 5.77 -1.47 -3.80
H 4.76 -2.21 -1.67
```

---

ORCA calculation (ωB97M-V/def2-TZVPD) on a 4-piece molecular cluster, C5H15NO5 overall.

## Properties
LUMO level (spin up / spin down) (eV): -4.15 / -9.44
Relative energy (zero: lowest compared OMol25 entry of this formula, charge and spin) (kJ/mol): 205.7
Gap between HOMO and LUMO (spin up / spin down) (eV): 10.23 / 4.85
Charge: +1
Multiplicity: 2
<S²>: 0.758
HOMO (spin up / spin down) (eV): -14.377 / -14.287

```
26
C5H15NO5 ωB97M-V/def2-TZVPD
C 0.48 -1.04 0.85
N 0.45 -0.82 -0.43
C -1.06 2.82 -0.57
C 0.02 1.73 -0.39
C -0.19 0.37 -1.05
C 0.41 0.58 -2.40
O -0.37 0.77 -3.36
O -0.35 -0.41 1.51
H 1.14 -1.97 1.36
H 0.93 -1.30 -1.12
H -0.75 3.74 -1.16
H -1.70 2.28 -1.30
H -1.64 3.17 0.25
H 0.95 1.98 -0.64
H 0.03 1.55 0.75
H -1.35 -0.07 -1.19
H 1.42 0.51 -2.59
H -2.72 -0.73 2.52
H -1.70 -1.75 2.15
O -2.21 -1.38 2.97
H 1.09 -2.80 -2.93
H 2.44 -1.85 -2.70
O 1.74 -2.44 -2.26
H 0.65 -0.25 4.52
H 0.70 0.52 3.20
O 1.12 0.46 4.04
```

---

ORCA calculation (ωB97M-V/def2-TZVPD) on C53H52MnN3O3SSi as an isolated structure.

## Properties
LUMO level (spin up / spin down) (eV): 2.60 / 2.59
Gap between HOMO and LUMO (spin up / spin down) (eV): 7.28 / 7.49
Charge: -1
Multiplicity: 6
<S²>: 8.755
HOMO (spin up / spin down) (eV): -4.680 / -4.891

```
114
C53H52MnN3O3SSi ωB97M-V/def2-TZVPD
Mn -0.25 0.08 0.53
O -0.88 -1.86 0.42
C -0.35 -2.79 -0.43
C 0.91 -2.22 -1.18
C 1.98 -1.82 -0.20
C 3.00 -2.68 0.17
C 3.97 -2.24 1.06
C 3.84 -0.98 1.61
C 2.76 -0.19 1.26
C 2.46 1.09 1.98
C 1.37 0.81 3.10
O 0.18 0.49 2.53
C 1.12 2.06 3.96
C 1.33 3.36 3.50
C 0.94 4.45 4.26
C 0.32 4.27 5.49
C 0.10 2.98 5.95
C 0.49 1.89 5.19
C 1.94 -0.31 3.99
C 2.95 -0.07 4.91
C 3.51 -1.12 5.63
C 3.08 -2.42 5.41
C 2.06 -2.67 4.50
C 1.50 -1.61 3.79
N 1.87 -0.59 0.34
C 0.10 -4.07 0.30
C -0.01 -4.17 1.67
C 0.35 -5.34 2.33
C 0.83 -6.43 1.62
C 0.94 -6.34 0.23
C 0.57 -5.17 -0.42
C -1.48 -3.17 -1.42
C -2.44 -4.09 -1.03
C -3.56 -4.35 -1.82
C -3.74 -3.66 -3.01
C -2.80 -2.72 -3.39
C -1.68 -2.47 -2.60
H 0.58 -1.31 -1.69
H 1.30 -2.94 -1.89
H 3.05 -3.67 -0.27
H 4.79 -2.89 1.34
H 4.56 -0.62 2.33
H 1.99 1.80 1.29
H 3.36 1.51 2.42
H 1.78 3.52 2.53
H 1.10 5.45 3.89
H -0.01 5.12 6.07
H -0.38 2.82 6.91
H 0.30 0.89 5.55
H 3.30 0.94 5.08
H 4.30 -0.93 6.35
H 3.52 -3.25 5.96
H 1.73 -3.68 4.31
H 0.71 -1.77 3.07
H -0.41 -3.32 2.21
H 0.24 -5.41 3.41
H 1.09 -7.35 2.13
H 1.29 -7.19 -0.34
H 0.63 -5.12 -1.50
H -2.32 -4.62 -0.09
H -4.29 -5.07 -1.49
H -4.60 -3.86 -3.63
H -2.93 -2.16 -4.31
H -0.98 -1.71 -2.91
C 2.39 1.49 -3.74
C 0.94 1.29 -4.22
C 0.76 -0.18 -4.61
C 0.70 2.13 -5.48
Si -0.24 1.80 -2.76
O -0.24 0.82 -1.53
C 0.42 3.51 -2.25
C 0.44 4.66 -3.04
C 1.04 5.83 -2.60
C 1.64 5.88 -1.35
C 1.64 4.74 -0.55
C 1.03 3.58 -1.00
C -1.99 1.90 -3.53
C -2.59 3.05 -4.03
C -3.90 3.05 -4.48
C -4.66 1.89 -4.42
C -4.08 0.72 -3.95
C -2.76 0.73 -3.52
H 3.10 1.13 -4.50
H 2.57 0.93 -2.82
H 2.59 2.54 -3.54
H 1.38 -0.42 -5.48
H -0.28 -0.38 -4.88
H 1.05 -0.84 -3.79
H 1.30 1.74 -6.31
H 0.99 3.17 -5.33
H -0.35 2.11 -5.77
H -0.01 4.66 -4.03
H 1.03 6.72 -3.22
H 2.12 6.79 -1.00
H 2.12 4.77 0.42
H 1.02 2.69 -0.38
H -2.03 3.98 -4.06
H -4.35 3.96 -4.86
H -5.70 1.89 -4.74
H -4.66 -0.19 -3.90
H -2.30 -0.19 -3.19
C -2.74 1.07 3.38
N -3.12 0.62 2.06
C -3.96 -0.43 1.74
C -3.99 -0.53 0.39
N -3.18 0.46 -0.10
C -2.61 1.16 0.92
S -1.75 2.60 0.81
H -3.28 0.51 4.13
H -2.96 2.14 3.47
H -1.66 0.94 3.50
H -4.45 -1.02 2.49
H -4.51 -1.23 -0.24
H -2.95 0.63 -1.07
```

---

ORCA calculation (ωB97M-V/def2-TZVPD) on C6H15N3 as an isolated structure.

## Properties
LUMO level (eV): 0.64
Relative energy (zero: lowest compared OMol25 entry of this formula, charge and spin) (kJ/mol): 318.1
Gap between HOMO and LUMO (eV): 8.40
Multiplicity: 1
HOMO (eV): -7.762

```
24
C6H15N3 ωB97M-V/def2-TZVPD
C 0.75 -1.23 -1.10
C 1.60 -0.47 1.02
N 0.68 -0.17 -0.08
C 0.94 1.29 -0.73
N 1.63 1.47 -1.80
H 1.48 0.77 -2.52
H 1.12 1.96 0.10
H 0.08 -0.99 -1.93
H 1.77 -1.31 -1.49
H 1.59 0.34 1.75
H 1.30 -1.40 1.52
H 2.62 -0.59 0.64
H 0.45 -2.18 -0.66
C -1.03 0.85 1.64
C -1.96 -0.81 -0.01
C -1.02 0.36 0.20
N -0.95 1.38 -0.72
H -1.23 1.07 -1.65
H -0.33 1.67 1.79
H -0.82 0.05 2.35
H -2.03 1.24 1.84
H -2.97 -0.48 0.25
H -1.98 -1.15 -1.04
H -1.71 -1.65 0.64
```

---

ORCA calculation (ωB97M-V/def2-TZVPD) on C18H26N3O8P2V as an isolated structure.

## Properties
LUMO level (spin up / spin down) (eV): -12.47 / -12.47
Relative energy (zero: lowest compared OMol25 entry of this formula, charge and spin) (kJ/mol): 280.2
Gap between HOMO and LUMO (spin up / spin down) (eV): 4.25 / 4.25
Charge: +3
Multiplicity: 2
<S²>: 0.978
HOMO (spin up / spin down) (eV): -16.720 / -16.720

```
58
C18H26N3O8P2V ωB97M-V/def2-TZVPD
V 1.33 -0.42 0.04
P 2.83 1.35 -0.54
C 2.64 1.11 -2.35
C 1.31 0.50 -2.77
N 0.57 -0.15 -1.85
C -0.60 -0.74 -2.21
C -1.06 -0.68 -3.51
C -0.29 -0.05 -4.48
C 0.90 0.56 -4.10
C -1.35 -1.52 -1.14
P -2.95 -0.80 -0.72
H 1.55 1.08 -4.80
H -2.01 -1.17 -3.75
H -0.62 -0.03 -5.52
H -1.54 -2.54 -1.51
H -0.77 -1.65 -0.21
H 2.77 2.04 -2.81
H 3.48 0.45 -2.66
H -1.87 4.81 -3.56
O -1.23 5.03 -2.92
H -0.46 5.31 -3.44
H -3.36 1.62 0.14
O -2.61 1.16 -0.17
H -1.91 1.29 0.51
C -4.09 -0.48 -2.05
H -4.35 -1.39 -2.61
H -5.03 -0.05 -1.67
H -3.65 0.24 -2.76
C -3.50 -1.40 0.87
H -4.06 -0.64 1.44
H -4.16 -2.28 0.78
H -2.65 -1.72 1.50
C 4.58 0.99 -0.22
H 5.17 1.91 -0.27
H 4.63 0.55 0.78
H 4.93 0.26 -0.96
C 2.60 3.12 -0.27
H 2.40 3.26 0.80
H 3.51 3.68 -0.55
H 1.74 3.48 -0.84
O 1.47 -0.26 2.22
C 1.19 -1.51 2.28
O 0.91 -2.16 1.19
C 1.21 -2.23 3.59
C 1.05 -3.62 3.59
C 1.17 -4.32 4.80
C 1.44 -3.65 6.01
C 1.57 -2.26 5.98
C 1.47 -1.54 4.77
N 1.84 -1.56 7.21
O 1.96 -2.22 8.26
O 1.96 -0.31 7.17
N 1.06 -5.75 4.79
O 0.85 -6.31 3.69
O 1.19 -6.38 5.86
H 0.83 -4.15 2.67
H 1.54 -4.20 6.94
H 1.58 -0.46 4.77
```

---

ORCA calculation (ωB97M-V/def2-TZVPD) on C17H27GeIN4O3PdS as an isolated structure.

## Properties
LUMO level (spin up / spin down) (eV): 0.07 / -1.07
Relative energy (zero: lowest compared OMol25 entry of this formula, charge and spin) (kJ/mol): 50.6
Gap between HOMO and LUMO (spin up / spin down) (eV): 7.45 / 7.55
Multiplicity: 3
<S²>: 2.005
HOMO (spin up / spin down) (eV): -7.378 / -8.621

```
55
C17H27GeIN4O3PdS ωB97M-V/def2-TZVPD
Pd 0.02 1.18 -1.27
C -3.53 2.30 1.84
C -2.36 1.65 1.15
N -1.57 0.88 1.92
O -2.14 1.85 -0.04
H -3.93 1.68 2.65
H -4.31 2.51 1.11
H -3.20 3.25 2.27
H -1.72 0.79 2.90
H -0.76 0.44 1.51
C 2.54 -1.41 0.44
Ge 2.41 -1.41 -1.51
C 4.23 -1.68 -2.20
C 1.32 -2.91 -2.17
C 1.70 0.27 -2.19
H 2.77 -2.40 0.82
H 1.59 -1.09 0.89
H 3.33 -0.73 0.76
H 4.66 -2.61 -1.81
H 4.88 -0.86 -1.91
H 4.22 -1.74 -3.29
H 1.81 -3.86 -1.95
H 1.20 -2.83 -3.25
H 0.33 -2.91 -1.72
H 1.34 0.14 -3.21
H 2.47 1.05 -2.18
C -0.50 -4.91 0.55
C -1.51 -3.91 1.13
C -1.68 -2.72 0.24
N -0.88 -1.72 0.23
N -1.19 -0.78 -0.72
C -2.27 -1.06 -1.39
N -2.79 -0.24 -2.32
S -2.96 -2.58 -0.94
H -0.39 -5.76 1.22
H 0.46 -4.43 0.42
H -0.83 -5.28 -0.42
H -1.17 -3.55 2.10
H -2.48 -4.39 1.28
H -2.57 0.75 -2.22
H -3.67 -0.46 -2.75
I 1.46 2.45 4.65
C 1.01 3.08 2.71
C 1.76 2.62 1.65
C 1.40 2.98 0.35
C 0.29 3.79 0.12
C -0.41 4.30 1.21
C -0.06 3.94 2.51
C -0.21 4.10 -1.27
O -0.49 5.25 -1.56
O -0.37 3.07 -2.05
H 2.62 1.98 1.81
H 2.02 2.66 -0.48
H -1.25 4.96 1.03
H -0.62 4.32 3.35
```

---

no.,electronic energy (eV)
1,-9738.1790
2,-19874.6514
3,-42666.9722
4,-28386.8199
5,-6389.3098
6,-154794.6465
7,-17143.3046
8,-116458.9261
9,-10932.6131
10,-84168.3264
11,-109100.7322